DFT (ωB97M-V/def2-TZVPD) results for the ion C9H22N3Si with charge +1 at a distorted geometry.

ORCA input file:
```
! RIJCOSX wB97M-V def2-TZVPD def2/J DEFGRID3
* xyz 1 1
Si -1.22 0.93 -0.49
N -2.55 -1.31 -0.24
N -1.97 0.67 1.14
N -1.82 -0.61 -1.19
C 2.69 -0.78 0.56
C -3.47 0.44 1.11
C 1.18 -0.39 0.58
C 0.76 0.75 -0.37
C -3.77 -0.65 0.08
C 3.67 -0.10 1.12
C 1.38 2.07 0.11
C 2.94 -2.07 -0.25
C 1.26 0.49 -1.85
H -3.90 1.49 0.72
H -4.25 -0.27 -0.78
H -1.73 1.20 1.96
H -1.78 -0.75 -2.15
H 0.62 2.48 0.88
H -2.61 -2.29 -0.54
H 3.97 -2.33 -0.54
H 2.28 0.36 -2.08
H -4.56 -1.34 0.49
H 0.57 -1.30 0.24
H 2.29 1.85 0.44
H 0.85 -0.09 1.61
H 0.69 -0.27 -2.18
H 3.60 0.83 1.63
H 4.55 -0.61 1.03
H 2.46 -1.95 -1.21
H -1.60 -0.24 1.48
H -3.86 0.33 2.04
H 1.59 2.84 -0.63
H -1.89 2.25 -0.68
H 2.69 -3.00 0.32
H 0.94 1.34 -2.35
*
```

SMILES	C=C(C)CC(C)(C)[Si@H]1NNCC[NH2+]1
gap between HOMO and LUMO	9.348	eV
lowest unoccupied orbital energy	-2.939	eV
energy above the lowest of the compared OMol25 structures with the same formula, charge and spin	0.0	kJ/mol
E_HOMO	-12.29	eV


DFT (ωB97M-V/def2-TZVPD) results for the ion C9H22NSi with charge +1 at a distorted geometry.

ORCA input file:
```
! RIJCOSX wB97M-V def2-TZVPD def2/J DEFGRID3
* xyz 1 1
Si -1.47 2.11 -0.98
N 0.75 -1.21 0.87
C -1.45 3.99 -0.90
C 0.80 -2.62 0.57
C 1.01 0.64 -1.07
C -2.76 1.22 -1.99
C -0.16 1.02 0.08
C -0.43 -0.36 0.81
C 0.52 2.05 1.00
C 0.27 -3.65 1.72
C 2.23 -2.83 0.04
H -0.33 4.32 -0.68
H 0.96 1.25 -2.01
H 0.88 -0.38 -1.33
H 2.40 -3.06 -1.05
H -1.26 -1.07 0.52
H 2.80 -1.95 0.24
H 0.05 -2.84 -0.23
H -0.30 2.54 1.46
H 0.51 -4.62 1.21
H 1.07 2.74 0.23
H -2.79 1.60 -3.00
H 1.45 -0.99 1.57
H 0.92 -3.64 2.67
H 1.16 1.62 1.69
H -0.78 -3.61 1.91
H -3.61 1.67 -1.55
H 1.91 0.82 -0.44
H -1.86 4.33 0.03
H -2.64 0.16 -2.00
H -0.68 -0.15 1.84
H -1.80 4.49 -1.71
H 2.64 -3.61 0.48
*
```

gap between HOMO and LUMO	6.419	eV
lowest unoccupied orbital energy	-4.932	eV
energy above the lowest of the compared OMol25 structures with the same formula, charge and spin	305.3	kJ/mol
E_HOMO	-11.35	eV


DFT (ωB97M-V/def2-TZVPD) results for a cluster of 2 separate species, C9H23BBrNO2 in total at a distorted geometry.

ORCA input file:
```
! RIJCOSX wB97M-V def2-TZVPD def2/J DEFGRID3
* xyz 0 1
Br -1.31 0.83 -0.41
O 3.47 2.90 2.37
O -4.53 0.35 -1.44
N 2.05 2.32 0.19
C 3.90 1.76 1.65
C 1.73 0.41 1.67
C 2.75 1.16 0.85
C 3.16 2.70 3.75
C -0.86 -3.27 -1.91
C -4.84 -2.16 -1.52
C -2.61 -0.96 -2.56
C -0.98 -2.03 -1.02
C -1.42 -0.83 -1.84
B -3.96 -0.87 -1.83
H -5.62 -1.96 -0.79
H 2.20 -0.34 2.30
H 2.61 2.73 -0.55
H 1.15 1.08 2.31
H 3.13 0.52 0.06
H 3.75 1.88 4.17
H 1.93 3.05 0.90
H 1.03 -0.08 1.00
H -0.68 -2.99 -2.93
H -1.66 -2.23 -0.20
H 2.10 2.49 3.88
H 0.01 -1.84 -0.61
H 4.35 1.00 2.30
H 4.68 2.10 0.97
H -5.35 0.51 -1.89
H -1.79 -3.83 -1.86
H -5.35 -2.39 -2.45
H -0.04 -3.90 -1.58
H -4.24 -3.02 -1.26
H -0.63 -0.60 -2.53
H -2.63 -0.15 -3.30
H 3.40 3.62 4.27
H 1.12 2.07 -0.19
*
```

gap between HOMO and LUMO	5.051	eV
lowest unoccupied orbital energy	-0.435	eV
E_HOMO	-5.49	eV


DFT (ωB97M-V/def2-TZVPD) results for a structure of composition C9H23ClI2NP2Tl at a distorted geometry.

ORCA input file:
```
! RIJCOSX wB97M-V def2-TZVPD def2/J DEFGRID3
* xyz 2 1
Tl 4.25 -2.20 0.41
I 0.66 0.78 -1.38
I -0.63 -0.99 0.84
Cl 5.87 -0.32 1.03
P 1.76 1.83 0.58
P 0.22 -2.90 -0.51
N -2.25 2.08 0.78
C -5.39 2.68 -0.70
C -1.28 -3.54 -1.28
C -4.62 1.46 -0.18
C 1.45 -2.56 -1.79
C -3.30 1.83 0.34
C 0.95 -4.20 0.51
C 0.60 3.02 1.23
C 3.11 2.71 -0.23
C 2.43 0.88 1.95
H 0.20 3.63 0.42
H 3.90 2.01 -0.54
H 1.82 -3.53 -2.14
H 2.72 3.23 -1.12
H 1.62 0.36 2.48
H 3.22 0.18 1.64
H 0.30 -4.40 1.38
H 0.97 -2.02 -2.61
H -2.08 -3.61 -0.53
H -5.18 0.93 0.61
H 1.03 -5.09 -0.14
H -0.25 2.52 1.71
H 2.90 1.62 2.62
H 3.50 3.45 0.48
H -4.91 3.05 -1.61
H -1.10 -4.53 -1.71
H 1.15 3.68 1.92
H 2.28 -1.95 -1.40
H -1.61 -2.84 -2.07
H 1.96 -3.90 0.87
H -5.37 3.50 0.03
H -6.44 2.44 -0.91
H -4.48 0.74 -1.00
*
```

gap between HOMO and LUMO	7.614	eV
lowest unoccupied orbital energy	-7.320	eV
energy above the lowest of the compared OMol25 structures with the same formula, charge and spin	0.0	kJ/mol
E_HOMO	-14.93	eV